No. 1
99
Properties=species:S:1:pos:R:3:lowdin_charge:R:1 method="wB97M-V/def2-TZVPD" charge=-2 spin_multiplicity=3 homo_ev="-2.12 / -2.12" s2=2.0057 e_lumo_ev="4.04 / 4.04"
Ni -0.14314 -0.69336 0.78664 0.683
C -3.00087 -2.99261 -2.94004 -0.034
O -1.94468 -3.29901 -3.85362 -0.126
C -1.76151 -2.38156 -4.85695 -0.229
C -1.93497 -2.85504 -6.15483 -0.023
C -1.78738 -2.03263 -7.25608 -0.115
C -1.45833 -0.69826 -7.05042 -0.107
C -1.25050 -0.22787 -5.76974 -0.027
C -1.36480 -1.05079 -4.64024 -0.146
N -1.12389 -0.39971 -3.41909 0.152
C -0.77522 -0.86166 -2.17066 -0.352
N -0.22506 -2.10044 -2.11582 0.163
C -0.27515 -2.99408 -1.01149 -0.204
C -0.59998 -2.61081 0.28518 -0.111
C -0.69771 -3.65023 1.21821 -0.144
C -0.46613 -4.98366 0.90600 -0.117
C -0.05712 -5.31865 -0.38143 -0.042
C 0.05302 -4.31806 -1.32552 -0.265
O 0.51676 -4.62474 -2.60028 -0.135
C 1.92592 -4.42259 -2.69764 -0.075
N -0.91088 -0.14646 -1.09828 0.117
C -1.67420 1.07543 -1.08473 -0.413
C -0.83710 2.34603 -1.23059 -0.030
C -1.24951 3.59327 -0.96760 -0.082
C -2.57592 4.11346 -0.51594 -0.087
C -3.65390 3.37277 -0.24383 -0.037
C -3.04412 1.32207 -1.89210 -0.785
O -3.70056 0.05034 -1.88400 -0.231
C -5.09578 0.16171 -1.99595 -0.139
H -2.87664 -3.66092 -2.09055 0.097
H -3.96526 -3.17352 -3.42702 0.094
H -2.95831 -1.95958 -2.59909 0.071
H -2.21034 -3.89696 -6.26041 0.113
H -1.93455 -2.42325 -8.25535 0.088
H -1.35935 -0.01909 -7.88800 0.093
H -1.00596 0.81278 -5.60032 0.104
H -1.45734 0.57222 -3.45570 0.038
H -0.16063 -2.59167 -2.99417 0.121
H -0.92604 -3.39800 2.25062 0.072
H -0.54692 -5.75294 1.66702 0.081
H 0.19853 -6.33354 -0.66225 0.105
H 2.20738 -4.66749 -3.72159 0.082
H 2.45624 -5.07181 -1.99533 0.091
H 2.19772 -3.39102 -2.46418 0.068
H 0.19487 2.20129 -1.52444 0.120
H -0.50282 4.36741 -1.10226 0.097
H -2.64981 5.19506 -0.45781 0.092
H -4.62046 3.77765 0.02089 0.089
H -5.49507 -0.85223 -2.05518 0.079
H -5.36849 0.72157 -2.89546 0.045
H -5.52591 0.65743 -1.11451 0.083
C 7.03381 2.86708 1.43068 -0.067
C 6.11460 1.68552 1.25434 -0.284
C 6.56534 0.38886 1.47458 -0.062
C 5.70213 -0.69273 1.35409 -0.068
C 4.38167 -0.47331 0.99181 -0.274
C 3.91173 0.81488 0.76992 -0.028
C 4.77947 1.88305 0.90951 -0.027
S 3.27721 -1.85462 0.80285 0.577
O 3.13756 -2.08666 -0.61212 -0.307
O 3.85100 -2.91135 1.61003 -0.331
N 1.87096 -1.36901 1.34438 -0.121
C 1.59631 -1.21652 2.66946 -0.369
C 2.49758 -1.17558 3.75291 -0.007
C 2.01199 -0.87043 5.00141 -0.084
C 0.64862 -0.62440 5.19102 -0.093
C -0.16813 -0.70083 4.08438 -0.141
N 0.27769 -0.99857 2.86710 0.063
H 8.07228 2.54832 1.53475 0.063
H 6.76600 3.44076 2.32106 0.076
H 6.96825 3.54515 0.57806 0.073
H 7.59979 0.22366 1.75986 0.098
H 6.03552 -1.70460 1.54417 0.104
H 2.86367 0.98701 0.56203 0.096
H 4.38791 2.88601 0.79536 0.109
H 3.54804 -1.35975 3.58356 0.097
H 2.69623 -0.81030 5.84040 0.097
H 0.24000 -0.37393 6.15983 0.086
H -1.23537 -0.52318 4.16598 0.110
S -3.14291 2.16652 -3.45795 0.464
C -3.31563 1.96155 -0.52448 -0.270
N -2.43156 1.33596 0.17876 0.226
O 1.77568 3.04117 1.22603 -0.005
C 0.78942 2.39939 1.60563 -0.607
O 0.42849 1.25349 1.20890 -0.091
C -0.10585 3.03642 2.65642 -0.108
C 0.19654 4.29941 3.14816 -0.025
C -0.61789 4.93740 4.09008 -0.004
C -1.72940 4.24631 4.50540 -0.227
O -2.69650 4.64882 5.40565 0.005
C -3.61698 3.56236 5.49023 -0.166
O -3.21178 2.54821 4.58713 0.017
C -2.03123 2.99522 4.01761 -0.195
C -1.25150 2.36023 3.08956 0.060
H 1.08968 4.77689 2.76813 0.107
H -0.39424 5.92508 4.47113 0.105
H -4.61578 3.91549 5.21847 0.127
H -3.61400 3.16709 6.51195 0.126
H -1.51455 1.41215 2.64773 0.098

=====

No. 2
96
Properties=species:S:1:pos:R:3:lowdin_charge:R:1 method="wB97M-V/def2-TZVPD" charge=+4 homo_ev=-19.05 e_lumo_ev=-14.71
Au 0.50538 -0.04965 0.36163 0.617
C -0.35003 1.20123 3.74831 -0.178
As 1.03551 0.33354 2.76014 1.172
C 1.26193 -1.44941 3.42647 -0.186
C 2.65235 1.31484 2.93765 -0.435
C 2.98126 1.92871 4.13916 -0.044
C 4.21265 2.58012 4.23695 0.007
C 5.07884 2.62159 3.15402 0.008
C 4.73292 2.01578 1.94418 -0.041
C 3.51503 1.35558 1.85853 -0.437
As 2.94033 0.46168 0.29145 1.140
C 3.65301 1.31732 -1.26589 -0.196
C 3.61644 -1.34421 0.26535 -0.195
H -0.11974 0.93081 4.78465 0.081
H -1.32906 0.80677 3.47841 0.060
H -0.30611 2.27597 3.58377 0.051
H 1.92483 -1.34197 4.29088 0.082
H 1.70841 -2.10860 2.68550 0.030
H 0.29003 -1.83945 3.72597 0.045
H 2.32105 1.91822 4.99853 0.126
H 4.48215 3.07093 5.16345 0.142
H 6.02588 3.13910 3.23926 0.142
H 5.42388 2.06555 1.11085 0.126
H 4.70321 1.00900 -1.26748 0.078
H 3.55684 2.39782 -1.19290 0.048
H 3.16116 0.94446 -2.16359 0.047
H 4.65458 -1.28802 0.60363 0.076
H 3.57478 -1.72489 -0.75561 0.060
H 3.04288 -1.99234 0.92383 0.022
F 1.88717 -3.27370 -6.27784 0.163
C 1.01054 -4.07338 -5.66310 -0.593
F 1.59342 -5.25764 -5.45079 0.180
F -0.03462 -4.25776 -6.47217 0.186
C 0.55156 -3.47970 -4.34336 -0.069
C -0.33020 -4.21521 -3.55499 0.052
C -0.77856 -3.69444 -2.35455 -0.042
C -0.33297 -2.44340 -1.94100 -0.382
C 0.53963 -1.71285 -2.74032 -0.100
C 0.98537 -2.23615 -3.94702 0.014
P -0.99458 -1.74247 -0.43620 0.933
C -2.69983 -1.30138 -0.75008 -0.368
C -2.95276 -0.07673 -1.36370 -0.095
C -4.24667 0.25757 -1.72997 0.014
C -5.27987 -0.62937 -1.47690 -0.067
C -5.03281 -1.85790 -0.87782 0.046
C -3.73883 -2.20257 -0.51980 -0.044
C -6.71257 -0.26504 -1.82088 -0.596
F -7.39989 -0.03925 -0.69492 0.178
F -6.76232 0.84008 -2.57114 0.162
F -7.30295 -1.25717 -2.48265 0.188
C -0.89349 -2.96021 0.88994 -0.393
C -1.73868 -2.83110 1.99959 -0.091
C -1.59168 -3.68834 3.07838 0.009
C -0.59460 -4.65764 3.05969 -0.083
C 0.23940 -4.79687 1.96028 0.031
C 0.09483 -3.94205 0.87169 -0.069
C -0.41653 -5.53644 4.28504 -0.597
F -1.41093 -6.41049 4.38591 0.200
F -0.41861 -4.76233 5.38636 0.154
F 0.74104 -6.19320 4.24436 0.174
H -0.66366 -5.18919 -3.88987 0.151
H -1.47442 -4.26024 -1.74661 0.128
H 0.85473 -0.71269 -2.43758 0.063
H 1.65975 -1.68462 -4.58722 0.131
H -2.13582 0.60624 -1.58005 0.057
H -4.46372 1.19758 -2.21893 0.120
H -5.85072 -2.54445 -0.70026 0.150
H -3.55320 -3.16709 -0.06498 0.120
H -2.52339 -2.08314 2.01434 0.115
H -2.25164 -3.61016 3.93400 0.147
H 0.99422 -5.57231 1.95159 0.142
H 0.74195 -4.06041 0.01124 0.115
Ge -1.39310 3.56877 -0.66694 1.246
C -0.80829 3.12018 -2.36404 -0.395
C 0.54903 3.10656 -2.75407 -0.118
C 0.88393 3.01388 -4.08741 -0.045
C -0.12222 2.93955 -5.05437 0.003
C -1.46189 2.94733 -4.69048 -0.017
C -1.80857 3.03130 -3.35210 -0.103
C -0.45929 4.34780 0.73583 -0.391
C -1.25309 5.01815 1.68881 -0.106
C -0.66720 5.87631 2.60654 -0.028
C 0.70756 6.06522 2.59133 -0.007
C 1.51272 5.39011 1.67004 -0.050
C 0.93957 4.54115 0.74797 -0.118
H -2.89708 3.49618 -0.46545 0.018
H 1.33205 3.20770 -2.01164 0.066
H 1.91975 3.03828 -4.39988 0.123
H 0.14710 2.89097 -6.10147 0.135
H -2.22836 2.90551 -5.45225 0.134
H -2.85794 3.05202 -3.07952 0.101
H -2.32952 4.88687 1.70099 0.107
H -1.27837 6.41085 3.32132 0.133
H 1.16035 6.75468 3.29216 0.133
H 2.57992 5.56895 1.66391 0.121
H 1.56942 4.04876 0.01579 0.076

=====

No. 3
91
Properties=species:S:1:pos:R:3:lowdin_charge:R:1 method="wB97M-V/def2-TZVPD" charge=0 spin_multiplicity=2 homo_ev="-8.42 / -8.43" s2=0.7710 e_lumo_ev="-0.09 / 0.48"
Co 1.76822 -0.83253 -0.84361 0.403
O 1.33141 -3.88747 1.80867 0.054
C 1.92770 -2.86246 1.53568 -0.683
O 1.90423 -2.25197 0.39924 -0.220
C 2.88155 -2.22300 2.53938 -0.247
P 4.32648 -1.49076 1.66272 1.073
C 5.35547 -1.02690 3.11429 -0.374
C 6.28348 -1.96902 3.55666 -0.118
C 7.06777 -1.72654 4.67485 -0.091
C 6.94599 -0.52466 5.35750 -0.093
C 6.03610 0.42667 4.91794 -0.084
C 5.24411 0.17688 3.80614 -0.081
C 3.71338 0.16230 1.15845 -0.422
C 2.50268 0.72954 1.56071 -0.125
C 2.17863 2.03330 1.20283 -0.087
C 3.05310 2.78471 0.43544 -0.084
C 4.25119 2.22567 0.01237 -0.077
C 4.57273 0.92489 0.36562 -0.110
H 3.24844 -2.98726 3.22475 0.090
H 2.35754 -1.47600 3.14190 0.085
H 6.39560 -2.90166 3.01417 0.094
H 7.78113 -2.47035 5.00589 0.101
H 7.56330 -0.32621 6.22407 0.101
H 5.94159 1.36888 5.44277 0.102
H 4.54038 0.93059 3.47286 0.100
H 1.81415 0.16158 2.17523 0.094
H 1.23667 2.46144 1.52287 0.101
H 2.79181 3.79451 0.14793 0.106
H 4.92873 2.79813 -0.60761 0.109
H 5.50816 0.49096 0.02887 0.105
O 2.12047 2.17805 -3.73416 0.044
C 2.06276 1.41762 -2.82046 -0.516
N 1.97223 0.68572 -1.89547 0.025
C 4.93121 -3.74385 -1.49553 -0.035
C 3.87247 -2.79647 -1.79516 -0.186
N 3.04034 -2.04533 -2.03046 0.174
H 4.54642 -4.75907 -1.57215 0.094
H 5.26879 -3.55983 -0.47511 0.058
H 5.76004 -3.60787 -2.18728 0.090
C -1.36946 0.49384 0.26126 -0.394
C -2.89361 0.46727 0.25749 -0.436
As -3.60914 2.17584 0.95537 1.295
C -5.45033 1.97805 0.33447 -0.429
C -6.21778 3.12541 0.14039 -0.129
C -7.54383 3.03162 -0.25165 -0.087
C -8.12496 1.78553 -0.44948 -0.094
C -7.37284 0.63877 -0.25003 -0.088
C -6.04206 0.73429 0.14039 -0.115
C -2.94292 3.30713 -0.49112 -0.429
C -1.93938 4.22436 -0.19187 -0.139
C -1.38230 5.01501 -1.18959 -0.087
C -1.84323 4.90721 -2.49241 -0.083
C -2.85114 4.00114 -2.79678 -0.084
C -3.39175 3.19743 -1.80463 -0.108
P -0.55068 -0.82350 -0.71726 1.077
C -1.38423 -0.70005 -2.33571 -0.333
C -1.04470 0.37398 -3.15577 -0.086
C -1.65872 0.53947 -4.38678 -0.067
C -2.63295 -0.35574 -4.80339 -0.080
C -3.00204 -1.40773 -3.97703 -0.076
C -2.38227 -1.58072 -2.74775 -0.088
C -1.10167 -2.39260 -0.00346 -0.363
C -1.58906 -2.48303 1.29451 -0.092
C -1.93154 -3.71644 1.83079 -0.074
C -1.78759 -4.86564 1.07352 -0.077
C -1.28050 -4.78573 -0.21652 -0.069
C -0.92933 -3.55897 -0.74815 -0.111
H -0.96865 0.45953 1.27833 0.076
H -0.99991 1.42411 -0.18424 0.065
H -3.27087 -0.33574 0.88903 0.050
H -3.29072 0.31942 -0.74807 0.064
H -5.77233 4.10341 0.28600 0.101
H -8.12472 3.93244 -0.40330 0.102
H -9.15963 1.71075 -0.75789 0.100
H -7.81840 -0.33648 -0.39991 0.102
H -5.47442 -0.17624 0.28631 0.089
H -1.58943 4.32352 0.82995 0.088
H -0.59524 5.71755 -0.94761 0.102
H -1.41616 5.52621 -3.27086 0.104
H -3.20881 3.90910 -3.81427 0.104
H -4.16935 2.48472 -2.05735 0.106
H -0.29657 1.08313 -2.83383 0.078
H -1.37090 1.37131 -5.01572 0.110
H -3.11016 -0.23048 -5.76715 0.103
H -3.77239 -2.10137 -4.28874 0.104
H -2.67829 -2.40517 -2.11145 0.099
H -1.68946 -1.59536 1.90702 0.098
H -2.29737 -3.77609 2.84733 0.107
H -2.05003 -5.82755 1.49374 0.105
H -1.14111 -5.68533 -0.80165 0.107
H -0.51155 -3.50380 -1.74726 0.115

=====

The lowest charge belongs to which entry?
C43H38N6NiO9S2

=====

What is the charge in the first record?
-2